1.
Density functional theory data (ωB97M-V with the def2-TZVPD basis set) for C3H3NO2 in the gas phase.

The energy above the lowest of the compared OMol25 structures with the same formula, charge and spin comes out at 2.461 eV. The strongest force on any atom is 0.0711 Eh/bohr. Its highest occupied orbital energy is -11.32 eV. Its SMILES is N#C[C@H](O)C=O.

ORCA input file:
```
! RIJCOSX wB97M-V def2-TZVPD def2/J DEFGRID3
* xyz 0 1
O 0.522 1.541 -0.061
O -1.373 0.264 0.932
N 3.203 -0.273 0.583
C -0.623 -0.523 0.458
C 2.125 -0.124 0.254
C 0.680 0.162 -0.174
H 0.701 -0.032 -1.289
H 0.006 1.612 0.687
H -0.874 -1.670 0.289
*
```

Atom charges from the Mulliken analysis, given in e for atoms 1 to 4: -0.489, -0.430, -0.336, 0.198



2.
Density functional theory data (ωB97M-V with the def2-TZVPD basis set) for a 6-piece molecular cluster, C28H43Br2F3NO21P2S overall.

The strongest force on any atom is 0.0514 Eh/bohr. Its highest occupied orbital energy is -12.03 eV.

ORCA input file:
```
! RIJCOSX wB97M-V def2-TZVPD def2/J DEFGRID3
* xyz 1 1
Br -0.111 -3.927 -2.586
Br -1.560 -6.488 -1.124
S -2.306 -1.480 1.102
P -0.212 -0.726 -1.656
P -1.941 -1.980 -0.998
F -0.982 -3.356 2.469
F -0.965 -1.327 3.245
F 0.286 -1.816 1.540
O -2.204 -0.052 1.121
O 5.950 -1.978 -1.384
O 0.245 -1.747 -6.714
O -0.309 -0.730 -3.098
O 4.100 -0.933 -0.706
O 1.144 2.092 7.423
O -2.815 3.234 10.349
O -2.773 3.800 8.194
O 3.277 0.857 -8.284
O -0.303 0.701 -0.996
O 2.101 2.763 -8.486
O 1.058 2.326 5.204
O -0.043 -3.447 -8.162
O 1.141 -1.370 -1.157
O -3.088 1.649 8.777
O 4.629 -0.958 -2.895
O -4.258 0.631 -1.825
O 0.262 -1.344 -8.909
O 2.635 3.422 6.384
O 4.060 2.738 -7.376
O -3.537 -1.963 1.617
N -5.299 -1.027 -0.645
C -1.491 -3.688 -1.296
C 4.630 0.586 -7.879
C -2.347 4.598 10.303
C 0.707 -0.391 -6.878
C 4.883 1.672 -6.861
C 6.323 2.102 -6.740
C 0.172 1.243 5.530
C -4.344 -0.541 -1.506
C 0.207 -0.062 -8.257
C 6.030 -1.917 0.054
C -0.871 -2.078 2.151
C 1.709 2.689 6.344
C 4.877 -1.263 -1.779
C -1.059 1.266 4.658
C 0.164 0.500 -5.790
C 6.633 -3.177 0.622
C -2.896 5.404 11.452
C 4.582 -1.687 0.420
C -6.210 0.020 -0.183
C -3.214 -4.602 0.246
C -2.831 5.030 8.937
C -2.087 -4.742 -0.718
C 3.056 2.182 -8.088
C -2.910 2.784 9.081
C -3.302 -1.499 -2.106
C 0.137 -2.294 -7.953
C -6.012 -2.241 -1.092
C -0.091 1.499 6.994
H 0.413 1.546 -5.975
H -7.048 -1.996 -1.275
H -1.533 2.246 4.681
H 4.010 -2.616 0.489
H 1.797 -0.404 -6.847
H 1.586 -0.815 -0.504
H -1.779 0.517 4.985
H 4.709 -0.414 -7.459
H -5.664 0.845 0.241
H -0.294 0.589 7.553
H -5.953 -3.002 -0.322
H -0.900 2.211 7.166
H 4.461 -1.119 1.340
H 6.679 2.522 -7.681
H -2.495 5.042 12.398
H 0.832 0.662 -8.768
H -0.920 0.400 -5.716
H -3.717 -2.402 -2.534
H -1.254 4.577 10.342
H 6.427 2.878 -5.982
H -3.981 5.309 11.505
H -6.833 0.373 -1.001
H -2.197 5.783 8.478
H 0.720 0.306 5.387
H 4.488 1.390 -5.880
H 6.954 1.258 -6.464
H 6.112 -4.058 0.243
H -5.602 -2.665 -1.997
H 6.643 -1.052 0.318
H 5.277 0.660 -8.756
H -6.850 -0.424 0.568
H -0.793 1.067 3.621
H -2.634 6.456 11.344
H -0.082 0.666 -0.055
H -2.834 -0.963 -2.926
H -3.938 -3.859 -0.067
H 7.676 -3.268 0.325
H -2.844 -4.370 1.235
H 6.582 -3.173 1.711
H 0.578 0.208 -4.835
H -3.731 -5.545 0.347
H -0.828 0.289 -8.268
H -3.864 5.383 8.945
*
```

Atom charges from the Mulliken analysis, given in e for atoms 1 to 4: 0.041, -0.066, 0.599, 0.202



3.
Density functional theory data (ωB97M-V with the def2-TZVPD basis set) for C3H3MgO2 as an isolated structure.

The energy above the lowest of the compared OMol25 structures with the same formula, charge and spin comes out at 1.466 eV. The strongest force on any atom is 0.0613 Eh/bohr. Its highest occupied orbital energy (spin up / spin down) is -17.95 / -17.94 eV. Its expectation value of S² is 0.75.

ORCA input file:
```
! RIJCOSX wB97M-V def2-TZVPD def2/J DEFGRID3
* xyz 2 2
Mg 0.546 3.417 1.428
O -0.011 1.899 0.367
O -0.566 0.315 -1.091
C -0.306 -1.608 0.286
C 0.271 -0.717 -0.504
C -0.136 1.459 -0.756
H -1.365 -1.555 0.539
H 1.287 -0.751 -0.897
H 0.280 -2.458 0.629
*
```

Atom charges from the Mulliken analysis, given in e for atoms 1 to 4: 1.632, -0.422, -0.132, -0.551



4.
Density functional theory data (ωB97M-V with the def2-TZVPD basis set) for C34H76BaN3O9 as an isolated structure.

The energy above the lowest of the compared OMol25 structures with the same formula, charge and spin comes out at 0.000 eV. The strongest force on any atom is 0.1100 Eh/bohr. Its highest occupied orbital energy is -9.90 eV.

ORCA input file:
```
! RIJCOSX wB97M-V def2-TZVPD def2/J DEFGRID3
* xyz 1 1
Ba -0.620 -4.187 -0.289
O 2.105 -1.328 3.161
O -2.213 -4.064 -2.332
O 7.484 -1.129 -1.610
O 0.785 -1.863 0.669
O -2.871 -0.695 1.209
O -1.912 0.835 -2.018
O -0.717 -1.238 -0.577
O 0.684 0.309 0.018
O -0.490 -5.875 1.973
N 6.543 -0.396 -0.948
N -0.959 1.855 -2.095
N -3.789 0.176 1.833
C 0.801 2.963 -3.401
C 0.406 4.348 -2.801
C 7.206 1.765 -1.949
C -1.286 2.159 -4.586
C -6.019 1.174 1.838
C 4.915 -2.304 -1.283
C -0.241 1.850 -3.420
C 0.469 0.498 -3.684
C 6.053 0.739 -1.779
C 5.534 -1.253 -0.313
C -4.703 1.193 3.923
C -2.564 3.740 -1.924
C -5.114 0.067 1.216
C -2.263 0.718 3.555
C -3.746 -1.156 4.101
C -5.863 -1.307 1.332
C -1.583 2.739 0.085
C -0.141 4.055 -1.435
C -4.903 0.359 -0.323
C -2.561 -2.224 -3.853
C 2.732 0.777 4.219
C 3.866 0.677 -0.370
C 1.575 -0.235 3.858
C -3.068 -2.957 -2.588
C 5.549 0.386 -3.229
C 4.954 1.515 -0.995
C 6.269 -1.989 0.890
C 0.272 -0.931 0.067
C -0.488 -4.048 3.493
C -0.529 -5.568 3.341
C -3.649 0.210 3.344
C -6.116 1.010 3.349
C -1.341 3.096 -1.416
C 4.478 -0.439 0.439
H -1.425 -3.568 3.211
H -2.543 4.710 -1.425
H -2.992 -1.223 -3.858
H 0.375 -6.015 3.754
H -6.910 -1.110 1.103
H -0.409 -3.904 4.570
H -3.465 -1.033 5.147
H -3.096 -1.885 3.617
H 7.598 1.994 -0.958
H -2.753 3.861 -2.990
H 4.172 -1.844 -1.935
H 4.807 0.011 1.376
H 2.338 1.678 4.689
H 5.662 -2.809 -1.895
H 6.771 2.633 -2.446
H 0.949 0.345 3.180
H 5.216 1.181 -3.896
H 1.696 2.588 -2.903
H 8.243 -0.891 -1.072
H -6.749 1.783 3.784
H 0.689 3.698 -0.826
H -2.489 2.136 0.148
H -0.431 5.024 -1.027
H -6.689 0.136 3.659
H 0.901 -0.422 4.694
H 4.459 2.237 -1.645
H 7.910 1.390 -2.692
H 6.980 -2.701 0.472
H 0.339 -3.656 2.901
H -0.895 1.898 -5.569
H 1.929 -1.285 2.218
H -6.977 1.119 1.321
H -2.216 1.611 -4.434
H -1.575 -0.069 3.248
H 4.695 -0.290 -3.175
H -2.790 -2.824 -4.734
H -2.493 -4.668 -3.023
H 6.765 -1.322 1.596
H -4.793 -1.447 4.020
H -0.324 -6.819 2.015
H -4.199 -0.307 -0.822
H -3.082 -2.342 -1.688
H 1.118 3.274 -4.396
H 0.825 0.152 -2.713
H -3.511 3.256 -1.688
H -5.555 2.153 1.717
H -4.581 1.379 -0.533
H -1.945 0.822 4.593
H -5.003 0.921 4.935
H 3.491 0.400 4.905
H -5.770 -1.682 2.351
H -4.063 -3.392 -2.676
H -2.370 -0.016 0.751
H -2.135 1.677 3.054
H 3.654 -1.062 0.787
H 3.200 1.274 0.252
H -1.604 3.198 -4.675
H -5.470 -2.132 0.738
H 5.585 -2.617 1.460
H 3.271 1.061 3.315
H -0.114 -0.325 -4.099
H -5.809 0.155 -0.893
H -0.427 4.711 -3.402
H 1.274 5.003 -2.732
H -1.573 3.622 0.724
H 6.271 -0.221 -3.775
H 4.429 -3.129 -0.762
H 3.225 0.199 -1.111
H -1.457 0.096 -1.607
H -1.412 -6.034 3.778
H 0.187 0.651 -0.728
H 5.458 2.032 -0.179
H -4.328 2.215 3.981
H -1.475 -2.131 -3.890
H -0.761 2.183 0.535
H 1.247 0.682 -4.425
*
```

Atom charges from the Mulliken analysis, given in e for atoms 1 to 4: 1.811, -0.548, -0.571, -0.505



5.
Density functional theory data (ωB97M-V with the def2-TZVPD basis set) for C36H87I2O8 as an isolated structure.

The strongest force on any atom is 0.0374 Eh/bohr. Its highest occupied orbital energy is -2.68 eV.

ORCA input file:
```
! RIJCOSX wB97M-V def2-TZVPD def2/J DEFGRID3
* xyz -1 1
I -1.510 -0.211 2.910
I 0.236 2.963 2.704
O 5.389 2.884 4.879
O -3.310 -4.471 0.413
O -1.411 2.176 -7.762
O 1.509 -2.836 -1.928
O -2.905 1.049 -1.756
O 1.629 3.917 -4.162
O -4.995 4.072 3.950
O 4.310 -7.475 0.674
C 2.921 -2.921 -1.944
C 1.331 -2.019 0.401
C 3.469 -4.257 -1.474
C 0.894 -3.015 -0.657
C 4.206 3.580 5.271
C -2.509 1.299 -7.926
C -1.786 1.233 -0.892
C -0.535 1.744 -1.586
C 3.571 4.874 -2.981
C 5.327 -7.967 -0.177
C -1.122 0.964 4.662
C -5.281 5.452 3.880
C -4.593 3.771 1.529
C -3.343 -3.409 1.359
C 2.198 4.230 -2.901
C 4.817 -8.559 -1.480
C 2.558 1.640 -4.327
C -2.707 0.114 -2.796
C 3.919 -9.572 1.909
C 1.465 1.020 4.841
C -5.300 3.312 2.791
C -2.308 1.885 4.886
C -4.403 -5.363 0.448
C -3.367 -3.866 2.806
C 3.345 -8.413 1.111
C -2.440 -1.308 -2.336
C -1.878 2.718 -5.399
C 6.567 3.649 4.804
C 6.981 4.304 6.114
C -5.751 -4.710 0.184
C 3.837 4.726 4.347
C -1.581 3.209 -6.802
C -3.793 1.980 -8.372
C 2.347 3.002 -4.968
C -6.745 5.777 3.632
C 0.239 1.691 4.662
H -0.636 3.752 -6.813
H 4.556 -4.268 -1.567
H -3.629 0.139 -3.382
H 3.534 5.783 -3.584
H 7.099 3.552 6.896
H -4.654 5.942 3.125
H 1.149 -0.994 0.074
H -4.840 3.100 0.706
H -6.891 6.858 3.651
H 3.060 0.976 -5.032
H -3.323 -2.996 3.461
H -2.503 -4.499 3.015
H 5.661 -8.858 -2.103
H -4.888 4.780 1.234
H 0.241 1.907 -0.836
H 1.650 0.181 4.166
H -2.338 -1.966 -3.201
H -3.635 2.520 -9.307
H -5.746 -4.198 -0.779
H 6.496 4.411 4.017
H 5.958 -8.694 0.349
H -6.386 3.284 2.627
H 5.950 -7.097 -0.386
H -1.559 0.314 -0.342
H -2.828 2.184 -5.343
H -4.570 1.231 -8.529
H 1.739 2.894 -5.868
H -4.974 5.845 4.850
H -3.258 1.350 4.874
H -1.517 -1.380 -1.761
H -2.110 1.963 -0.151
H -4.181 -2.733 1.152
H -4.161 2.686 -7.627
H -0.147 1.035 -2.321
H 7.338 2.942 4.491
H 2.389 -2.112 0.648
H 4.314 4.205 -3.418
H 2.758 -8.790 0.265
H -7.373 5.327 4.403
H 4.199 -9.443 -1.316
H 0.764 -2.185 1.316
H -2.195 2.376 5.860
H 3.173 1.698 -3.429
H 7.932 4.825 5.984
H -4.432 -5.910 1.399
H 3.417 2.825 5.253
H 4.614 5.495 4.309
H 1.044 -4.040 -0.298
H 3.229 -4.458 -0.430
H -1.900 0.456 -3.455
H -2.357 3.913 -7.128
H 3.059 -5.071 -2.075
H -4.269 -4.430 3.049
H -6.533 -5.471 0.170
H 3.108 -10.213 2.259
H 1.488 4.920 -2.445
H -2.183 0.590 -8.687
H -2.344 2.665 4.123
H -1.033 0.233 5.464
H -7.086 5.413 2.661
H 3.367 -2.106 -1.360
H 0.118 2.434 5.464
H 3.682 4.348 3.336
H 1.601 1.194 -4.052
H -1.094 2.048 -5.044
H -4.188 -6.093 -0.333
H -2.431 -2.843 1.171
H 6.245 5.034 6.453
H -3.512 3.760 1.672
H -1.934 3.565 -4.715
H -3.258 -1.675 -1.713
H -2.688 0.725 -7.009
H 3.910 5.133 -1.978
H -4.988 2.297 3.041
H 4.468 -9.204 2.776
H 3.194 -2.752 -2.987
H -6.010 -3.983 0.954
H -0.732 2.689 -2.097
H 2.666 -7.833 1.735
H 3.309 3.428 -5.280
H 2.232 3.343 -2.260
H 2.908 5.191 4.677
H 1.714 0.821 5.883
H 4.312 3.942 6.303
H 4.224 -7.825 -2.026
H 4.594 -10.188 1.313
H -0.171 -2.909 -0.858
*
```

Atom charges from the Mulliken analysis, given in e for atoms 1 to 4: 0.068, -0.359, -0.422, -0.407



6.
Density functional theory data (ωB97M-V with the def2-TZVPD basis set) for a 2-piece molecular cluster, CH3ClN2 overall.

The energy above the lowest of the compared OMol25 structures with the same formula, charge and spin comes out at 4.573 eV. The strongest force on any atom is 0.0781 Eh/bohr. Its highest occupied orbital energy (spin up / spin down) is -8.31 / -8.64 eV.

ORCA input file:
```
! RIJCOSX wB97M-V def2-TZVPD def2/J DEFGRID3
* xyz 0 1
Cl 0.258 2.369 0.574
N 0.789 -0.839 0.529
N 0.279 -1.657 -0.177
C -0.507 0.922 0.013
H -0.184 0.836 -1.005
H -1.489 0.855 0.276
H 0.854 -2.486 -0.209
*
```

Atom charges from the Mulliken analysis, given in e for atoms 1 to 4: -0.153, -0.130, -0.170, -0.403



7.
Density functional theory data (ωB97M-V with the def2-TZVPD basis set) for C30H44LaN7O2PS as an isolated structure.

The energy above the lowest of the compared OMol25 structures with the same formula, charge and spin comes out at 0.346 eV. The strongest force on any atom is 0.0402 Eh/bohr. Its highest occupied orbital energy is -15.71 eV.

ORCA input file:
```
! RIJCOSX wB97M-V def2-TZVPD def2/J DEFGRID3
* xyz 3 1
La 0.812 -0.950 0.129
S 4.524 -3.631 2.687
P 0.006 1.552 1.489
O 0.035 -2.991 -0.566
O -0.770 -1.247 -1.634
N -6.694 -2.057 -3.023
N -2.054 -2.295 0.938
N 3.059 -0.603 -0.887
N 5.262 -0.612 -0.885
N 2.834 -2.305 1.331
N -4.796 -3.355 -2.924
N -4.694 -1.199 -3.772
C 2.938 -3.186 2.292
C 4.090 -1.960 0.859
C 3.398 4.642 0.949
C -2.754 -4.127 -0.649
C -2.323 -2.678 -0.479
C 4.151 -1.053 -0.285
C -0.955 -2.346 -1.030
C 2.482 2.448 0.646
C 1.196 4.123 1.782
C 3.513 1.602 -3.856
C 2.235 5.026 1.607
C 3.523 3.349 0.467
C -1.184 0.190 3.602
C 4.892 0.190 -1.965
C -2.345 3.238 1.750
C -0.026 1.153 3.323
C 1.306 0.428 3.570
C 5.637 0.889 -2.907
C -2.864 -4.669 -2.086
C -3.402 -3.757 -3.185
C -0.106 2.355 4.263
C 1.305 2.815 1.302
C -5.386 -2.210 -3.248
C -1.212 3.001 -0.485
C 3.504 0.187 -1.959
C 4.919 1.595 -3.850
C 5.118 -2.581 1.488
C -1.596 2.285 0.817
C 2.786 0.902 -2.916
C -2.540 1.126 0.467
H 6.209 -0.838 -0.623
H 2.090 -3.609 2.815
H 2.600 1.443 0.263
H 6.179 -2.486 1.309
H -0.618 3.896 -0.308
H -2.151 0.691 3.544
H -2.920 -2.129 1.439
H -3.721 -1.288 -4.001
H -1.086 -0.215 4.613
H -5.408 -4.102 -2.632
H -3.386 -4.313 -4.121
H -7.183 -1.244 -3.360
H -2.736 2.722 2.627
H -2.769 -2.879 -3.314
H -1.624 -3.101 1.384
H -1.022 2.926 4.137
H -3.691 -4.273 -0.107
H 4.204 5.352 0.814
H -0.085 1.994 5.296
H 5.450 2.156 -4.607
H -2.124 3.299 -1.009
H 0.747 3.022 4.138
H -3.037 -1.963 -0.885
H 0.308 4.452 2.300
H -7.267 -2.835 -2.741
H -1.199 -0.656 2.908
H -3.487 -5.566 -2.075
H -3.201 3.654 1.210
H -1.742 4.080 2.081
H 2.136 6.036 1.987
H -2.001 -4.730 -0.136
H -2.110 0.459 -0.284
H 1.362 0.116 4.616
H 6.720 0.882 -2.907
H -0.642 2.349 -1.157
H 2.996 2.166 -4.622
H 4.424 3.045 -0.053
H 2.164 1.068 3.362
H -5.164 -0.363 -4.076
H -2.816 0.541 1.345
H -1.876 -5.000 -2.410
H 1.407 -0.488 2.965
H -3.458 1.543 0.043
H 1.702 0.902 -2.932
*
```

Atom charges from the Mulliken analysis, given in e for atoms 1 to 4: 1.237, -0.048, 0.539, -0.876



8.
Density functional theory data (ωB97M-V with the def2-TZVPD basis set) for C2H10P2Si2 in the gas phase.

The energy above the lowest of the compared OMol25 structures with the same formula, charge and spin comes out at 0.105 eV. The strongest force on any atom is 0.0916 Eh/bohr. Its highest occupied orbital energy is -8.63 eV.

ORCA input file:
```
! RIJCOSX wB97M-V def2-TZVPD def2/J DEFGRID3
* xyz 0 1
P 0.660 0.338 1.539
P 0.660 0.133 -0.486
Si -1.216 2.330 -1.888
Si 0.039 -2.974 0.896
C 0.376 1.875 -1.093
C 0.924 -1.362 2.162
H 1.319 2.047 -1.654
H -1.273 -2.348 0.833
H 0.435 -3.199 -0.401
H -1.312 1.862 -3.268
H 2.061 -1.571 2.179
H 0.135 -4.192 1.648
H 0.450 2.557 -0.332
H -2.293 1.996 -1.039
H -1.340 3.825 -2.239
H 0.375 -1.316 3.144
*
```

Atom charges from the Mulliken analysis, given in e for atoms 1 to 4: -0.016, -0.035, 0.364, 0.585



The lowest strongest force on any atom belongs to which entry?
C36H87I2O8